43
Properties=species:S:1:pos:R:3 method="wB97M-V/def2-TZVPD" multiplicity=1 e_lumo_ev=4.46 charge=-2 gap_ev=5.096 homo_energy_ev=-0.64
Ti 0.4485 0.1648 -0.2406
C -2.8113 -0.9742 1.3159
N -1.8487 -1.2534 0.2514
C -1.3614 -2.6176 0.3530
C -0.1619 -2.8785 -0.5196
N 1.0628 -2.1478 -0.0862
C 2.1152 -2.4895 -1.0749
C 1.4659 -2.5597 1.2674
C 2.1463 -3.7651 1.4235
C 2.5372 -4.2306 2.6690
C 2.2320 -3.4650 3.7890
C 1.5551 -2.2700 3.6435
C 1.1524 -1.7706 2.3885
S 0.3080 -0.2574 2.3001
C -2.4005 -0.8386 -1.0081
C -2.9888 -1.7066 -1.9164
C -3.5085 -1.2400 -3.1192
C -3.4773 0.1194 -3.3900
C -2.9182 0.9974 -2.4725
C -2.3570 0.5433 -1.2818
S -1.5675 1.6309 -0.1399
H -3.6731 -1.6531 1.2259
H -3.1413 0.0578 1.2416
H -2.3196 -1.1096 2.2782
H -2.1464 -3.3588 0.1316
H -1.0793 -2.7670 1.3958
H -0.3582 -2.5693 -1.5481
H 0.0498 -3.9567 -0.5220
H 3.0813 -2.1778 -0.6901
H 1.9062 -1.9501 -1.9928
H 2.1228 -3.5684 -1.2709
H 2.3857 -4.3575 0.5507
H 3.0787 -5.1648 2.7580
H 2.5317 -3.7966 4.7776
H 1.3290 -1.6621 4.5109
H -3.0316 -2.7677 -1.6979
H -3.9282 -1.9378 -3.8350
H -3.8691 0.4974 -4.3282
H -2.8448 2.0541 -2.6956
Se 3.0370 0.5014 0.2638
Te 2.5128 4.3013 2.2138
Te 1.7131 2.6153 0.2333
Se 0.6480 0.1932 -2.5261